(1)
44
Properties=species:S:1:pos:R:3 method="wB97M-V/def2-TZVPD" homo_lumo_gap_ev=9.285 total_energy_ha=-2338.7535 total_charge=+2
Lu -0.204 -0.079 0.765
C -2.980 1.056 4.110
C -1.657 0.972 3.713
N -1.562 0.437 2.489
N -2.843 0.166 2.085
C -3.696 0.535 3.046
B -3.214 -0.432 0.706
N -2.492 -1.809 0.499
C -3.062 -2.924 0.035
C -2.111 -3.932 -0.022
C -0.950 -3.342 0.443
N -1.169 -2.058 0.760
N -2.797 0.573 -0.420
C -3.576 1.076 -1.380
C -2.842 1.985 -2.129
C -1.586 1.976 -1.552
N -1.552 1.131 -0.512
H -3.367 1.439 5.038
H -0.768 1.269 4.248
H -4.761 0.405 2.917
H -4.391 -0.609 0.639
H -4.112 -2.940 -0.220
H -2.256 -4.951 -0.341
H 0.028 -3.778 0.574
H -4.606 0.768 -1.472
H -3.181 2.570 -2.968
H -0.708 2.541 -1.827
O 2.073 0.096 0.706
C 2.005 -0.264 -0.523
O 0.910 -0.549 -1.059
C 3.273 -0.281 -1.340
N 4.459 -0.296 -0.398
C 5.496 0.646 -0.972
C 4.622 1.763 -1.510
C 3.455 1.017 -2.175
H 3.291 -1.170 -1.963
H 4.822 -1.234 -0.234
H 4.123 0.064 0.502
H 6.005 0.105 -1.768
H 6.208 0.917 -0.199
H 5.164 2.398 -2.205
H 4.270 2.391 -0.688
H 3.697 0.746 -3.200
H 2.542 1.606 -2.201

=====

(2)
47
Properties=species:S:1:pos:R:3 method="wB97M-V/def2-TZVPD" homo_lumo_gap_ev="4.709 / 4.700" de_lowest_kj_mol=134.62 total_energy_ha=-5384.5105 total_charge=+1
Pt -0.796 0.115 -0.288
O -2.242 -4.520 3.468
C -1.886 -3.445 2.768
C -2.182 -2.138 3.144
C -1.784 -1.111 2.326
N -1.097 -1.314 1.189
C -0.820 -2.576 0.842
Br 0.102 -2.817 -0.789
C -1.177 -3.667 1.586
H -2.743 -4.280 4.259
H -2.739 -1.916 4.044
H -2.019 -0.085 2.563
H -0.938 -4.670 1.267
C -1.998 1.815 -3.383
C -0.553 1.594 -3.090
C 0.436 1.886 -4.043
C 1.776 1.739 -3.737
C 2.179 1.300 -2.479
C 1.179 1.024 -1.559
N -0.147 1.182 -1.897
N 1.222 0.531 -0.289
Si 2.643 0.393 0.802
C 3.605 1.981 0.672
C 1.954 0.086 2.505
C 3.653 -1.049 0.195
H -2.122 2.805 -3.821
H -2.623 1.726 -2.499
H -2.343 1.084 -4.116
H 0.124 2.259 -5.007
H 2.522 1.968 -4.486
H 3.216 1.154 -2.225
H 2.965 2.861 0.741
H 4.177 2.044 -0.253
H 4.320 2.026 1.497
H 0.863 0.070 2.507
H 2.263 0.872 3.195
H 2.309 -0.867 2.900
H 4.135 -0.847 -0.762
H 3.049 -1.951 0.091
H 4.443 -1.263 0.920
O -4.067 1.551 -0.433
S -4.330 0.100 -0.134
O -4.122 -0.181 1.267
O -5.504 -0.392 -0.771
S -2.735 -0.796 -1.179
I -2.154 2.325 0.602
I -0.014 3.396 1.889

=====

(3)
35
Properties=species:S:1:pos:R:3 method="wB97M-V/def2-TZVPD" homo_lumo_gap_ev=4.012 total_energy_ha=-3332.9526 total_charge=-2
C -2.456 -0.670 -0.397
C -2.252 -1.167 0.912
C -2.308 -0.071 1.810
H -2.077 -2.196 1.180
C -2.504 1.101 1.055
C -2.577 0.737 -0.313
H -2.691 1.414 -1.143
H -2.466 -1.253 -1.301
H -2.167 -0.122 2.876
H -2.538 2.106 1.442
Sn -0.531 0.169 0.409
Br 0.612 -0.663 -1.351
C 2.240 0.845 -4.500
C 1.150 1.627 -4.929
C 0.167 0.760 -5.446
H 1.080 2.709 -4.872
C 0.650 -0.560 -5.336
C 1.932 -0.507 -4.752
H 2.568 -1.358 -4.534
H 3.157 1.217 -4.054
H -0.792 1.055 -5.856
H 0.128 -1.458 -5.647
C 0.273 0.994 3.748
C 1.080 -0.105 3.043
C 1.796 -0.965 4.092
C 0.193 -0.989 2.139
H -0.501 0.551 4.410
H -0.220 1.661 3.011
H 0.944 1.624 4.369
H 1.856 0.379 2.409
H 1.059 -1.470 4.755
H 2.420 -1.737 3.597
H 2.461 -0.332 4.718
H 0.840 -1.768 1.682
H -0.525 -1.554 2.771

=====

(4)
43
Properties=species:S:1:pos:R:3 method="wB97M-V/def2-TZVPD" homo_lumo_gap_ev=1.684 total_energy_ha=-2160.1772 total_charge=+2
C 4.792 -0.302 1.414
C 4.667 0.133 -0.143
O 3.746 1.169 -0.341
C 2.379 0.667 -0.390
C 1.376 1.704 -1.044
C 0.082 0.908 -1.484
C -1.229 1.101 -0.856
C -1.436 2.128 0.315
O -0.961 1.596 1.586
N -0.732 2.595 2.518
O -1.715 3.159 2.828
C -2.401 0.259 -1.333
O -3.646 0.400 -0.720
C -3.679 -0.134 0.628
C -2.845 -1.443 0.853
C -3.127 -1.890 2.371
O -3.329 -2.486 0.004
C -2.323 -0.722 -2.419
C -0.961 -0.907 -3.055
N -0.793 -1.841 -4.064
S 0.864 -1.677 -4.356
N 1.371 -0.493 -3.280
C 0.226 -0.110 -2.568
H 4.343 0.469 2.113
H 4.311 -1.328 1.582
H 5.912 -0.372 1.655
H 4.435 -0.791 -0.757
H 5.691 0.503 -0.446
H 2.026 0.485 0.675
H 2.365 -0.319 -0.936
H 1.037 2.410 -0.243
H 1.832 2.257 -1.910
H -0.973 3.128 0.104
H -2.545 2.297 0.418
H -3.434 0.683 1.376
H -4.762 -0.399 0.836
H -1.723 -1.293 0.806
H -2.531 -2.838 2.522
H -4.220 -2.011 2.579
H -2.636 -1.096 3.014
H -2.683 -3.211 -0.057
H -3.234 -1.284 -2.727
Ca 6.466 -1.104 2.932

=====

(5)
50
Properties=species:S:1:pos:R:3 method="wB97M-V/def2-TZVPD" homo_lumo_gap_ev="6.997 / 6.952" de_lowest_kj_mol=103.10 spin_multiplicity=3 total_energy_ha=-4628.0452 total_charge=+2
Mo 1.223 -1.382 2.359
Cl 1.112 -1.951 4.951
C -0.544 -2.578 4.885
Cl -1.065 -2.468 3.211
H -1.193 -1.948 5.502
H -0.549 -3.620 5.219
N 1.856 0.666 3.307
H 1.142 1.276 3.721
H 2.318 1.211 2.575
H 2.583 0.515 4.016
C -1.480 3.810 -0.391
C -0.284 3.491 -1.275
C 0.425 2.212 -0.819
N -0.441 1.068 -0.989
C -0.848 0.202 -0.103
S -0.385 0.364 1.586
N -1.714 -0.760 -0.414
C -2.044 -1.254 -1.769
O -1.930 -2.429 -1.932
C -2.483 -0.247 -2.729
C -2.331 -0.532 -4.092
C -2.764 0.373 -5.044
C -3.375 1.556 -4.653
C -3.577 1.825 -3.304
C -3.134 0.937 -2.343
H -1.963 4.720 -0.728
H -1.163 3.955 0.638
H -2.213 3.009 -0.420
H 0.433 4.308 -1.228
H -0.601 3.391 -2.314
H 0.698 2.289 0.234
H 1.324 2.049 -1.418
H -0.838 0.973 -1.926
H -1.918 -1.451 0.302
H -1.855 -1.455 -4.383
H -2.639 0.147 -6.091
H -3.704 2.265 -5.399
H -4.086 2.728 -3.008
H -3.335 1.130 -1.299
O 3.674 -3.335 1.143
S 2.134 -3.682 0.897
O 1.481 -3.475 2.222
O 2.022 -4.950 0.314
S 1.325 -2.098 -0.052
Cl 5.823 -0.644 2.957
C 5.484 -1.915 1.793
Cl 6.329 -3.414 2.210
Cl 5.951 -1.397 0.155
C 3.992 -2.135 1.759
N 3.125 -1.350 2.168

=====

(6)
41
Properties=species:S:1:pos:R:3 method="wB97M-V/def2-TZVPD" homo_lumo_gap_ev="7.998 / 4.873" de_lowest_kj_mol=0.00 spin_multiplicity=5 total_energy_ha=-1788.2699 total_charge=+2
Cl -2.875 -0.334 -2.092
C 0.620 -3.125 -2.425
C 1.789 -2.371 -2.044
C 1.659 -1.056 -2.570
H 2.637 -2.782 -1.491
C 0.417 -0.965 -3.271
C -0.249 -2.239 -3.147
H -1.206 -2.496 -3.597
H 0.453 -4.184 -2.219
H 2.402 -0.254 -2.512
C -0.078 0.209 -4.027
Pd -0.227 -1.674 -0.828
C 0.305 -3.035 0.518
C -2.290 -1.547 -0.868
O 0.729 -3.764 1.298
O -3.105 -2.146 -0.235
H 0.300 1.126 -3.560
H -1.171 0.216 -4.051
H 0.288 0.197 -5.061
C 1.070 1.593 3.195
N 1.375 1.929 1.783
C 0.359 2.882 1.272
N -1.023 2.379 1.438
C -1.271 2.014 2.851
N -0.289 1.031 3.359
C -0.429 -0.284 2.688
P -0.159 -0.117 0.882
C 1.478 0.739 0.943
C -1.318 1.276 0.531
H 1.148 2.531 3.767
H 1.803 0.865 3.567
H 0.546 3.071 0.206
H 0.449 3.811 1.857
H -2.280 1.594 2.948
H -1.193 2.943 3.436
H 0.310 -0.976 3.113
H -1.443 -0.662 2.867
H 1.796 1.028 -0.068
H 2.224 0.053 1.371
H -2.347 0.920 0.687
H -1.207 1.607 -0.509

=====

Maximum force
In order: 1.062 0.768 9.007 6.170 1.128 4.602
Unit: eV/Å